Model 1:
Density functional theory data (the ωB97M-V functional and the def2-TZVPD basis) for C20H30N4O3 in the gas phase.

Calculated values
LUMO level	-0.07	eV
HOMO-LUMO gap	0.30602	Ha
net charge	0
SMILES	CCCCCn1c(=O)[nH]c2cc(C(=O)NCCN(CC)CC)ccc2c1=O

Each line ends with the Mulliken charge.
CARTESIAN COORDINATES (ANGSTROEM)
1 C -8.079 -1.085 -0.983  -1.201
2 C -7.513 -1.423 0.393  -0.432
3 C -6.979 -0.195 1.145  -0.794
4 C -5.460 -0.044 1.086  -0.450
5 C -4.939 0.197 -0.329  -1.199
6 N -3.498 0.425 -0.320  0.166
7 C -2.697 -0.697 -0.377  0.372
8 O -3.134 -1.822 -0.454  -0.671
9 N -1.343 -0.463 -0.344  -0.086
10 C -0.762 0.778 -0.258  -0.423
11 C 0.622 0.932 -0.226  -0.565
12 C 1.173 2.202 -0.150  1.366
13 C 2.654 2.428 -0.148  -0.030
14 O 3.164 3.375 -0.713  -0.647
15 N 3.363 1.515 0.553  -0.137
16 C 4.804 1.554 0.626  -0.867
17 C 5.491 0.645 -0.422  -0.873
18 N 5.411 -0.776 -0.207  0.454
19 C 4.107 -1.381 -0.347  -0.227
20 C 4.213 -2.792 -0.923  -1.505
21 C 6.236 -1.290 0.871  -0.641
22 C 7.547 -1.858 0.330  -1.254
23 C 0.341 3.324 -0.121  -0.779
24 C -1.027 3.174 -0.134  -0.910
25 C -1.593 1.901 -0.199  0.510
26 C -3.051 1.737 -0.216  0.858
27 O -3.834 2.659 -0.150  -0.672
28 H -8.918 -0.399 -0.887  0.339
29 H -8.433 -1.988 -1.476  0.336
30 H -7.330 -0.620 -1.617  0.292
31 H -6.714 -2.159 0.288  0.323
32 H -8.306 -1.888 0.981  0.345
33 H -7.445 0.709 0.747  0.433
34 H -7.258 -0.268 2.198  0.333
35 H -4.987 -0.944 1.485  0.326
36 H -5.164 0.804 1.710  0.297
37 H -5.124 -0.674 -0.958  0.387
38 H -5.404 1.087 -0.757  0.468
39 H -0.759 -1.287 -0.398  0.249
40 H 1.247 0.052 -0.295  0.378
41 H 2.883 0.763 1.019  0.284
42 H 5.114 1.276 1.637  0.442
43 H 5.100 2.587 0.428  0.389
44 H 6.549 0.915 -0.453  0.271
45 H 5.058 0.873 -1.400  0.479
46 H 3.560 -1.428 0.615  0.156
47 H 3.528 -0.765 -1.040  0.336
48 H 4.748 -2.762 -1.867  0.344
49 H 4.748 -3.451 -0.244  0.294
50 H 3.221 -3.205 -1.092  0.448
51 H 6.466 -0.502 1.601  0.309
52 H 5.694 -2.077 1.403  0.433
53 H 7.345 -2.664 -0.371  0.270
54 H 8.157 -2.242 1.144  0.434
55 H 8.105 -1.085 -0.191  0.273
56 H 0.797 4.300 -0.089  0.477
57 H -1.691 4.024 -0.101  0.490

Model 2:
Density functional theory data (the ωB97M-V functional and the def2-TZVPD basis) for C20H30N4O3 in the gas phase.

Calculated values
LUMO level	0.78	eV
HOMO-LUMO gap	0.32449	Ha
net charge	0
SMILES	CN1CCN(CCCNC(=O)CCC(=O)N2CCOc3ccccc32)CC1

Each line ends with the Mulliken charge.
CARTESIAN COORDINATES (ANGSTROEM)
1 C -4.472 -1.706 -0.125  -1.015
2 N -3.090 -2.000 -0.431  -0.205
3 C -2.434 -0.865 -1.055  -0.108
4 C -1.001 -1.217 -1.426  -1.397
5 N -0.244 -1.653 -0.260  1.141
6 C 1.117 -1.974 -0.656  -1.204
7 C 2.049 -2.221 0.529  -0.274
8 C 3.522 -2.206 0.102  -1.160
9 N 3.883 -0.967 -0.558  -0.145
10 C 3.930 0.199 0.116  0.457
11 O 3.843 0.265 1.328  -0.704
12 C 4.102 1.435 -0.753  -0.674
13 C 3.047 2.471 -0.352  -0.727
14 C 1.643 1.991 -0.701  0.194
15 O 1.373 1.656 -1.838  -0.635
16 N 0.713 2.038 0.301  0.366
17 C 1.044 1.800 1.695  -0.714
18 C 0.054 0.765 2.227  -0.416
19 O -1.250 1.300 2.243  -0.480
20 C -1.594 1.907 1.070  0.253
21 C -2.937 2.229 0.904  -0.552
22 C -3.382 2.811 -0.266  -0.521
23 C -2.479 3.072 -1.284  -0.890
24 C -1.139 2.786 -1.116  -0.749
25 C -0.668 2.205 0.059  0.944
26 C -0.927 -2.776 0.359  -0.818
27 C -2.343 -2.375 0.754  -0.711
28 H -4.934 -2.587 0.318  0.355
29 H -4.995 -1.462 -1.048  0.336
30 H -4.580 -0.860 0.573  0.288
31 H -2.981 -0.599 -1.963  0.548
32 H -2.434 0.008 -0.385  -0.047
33 H -0.513 -0.332 -1.843  0.313
34 H -1.016 -2.008 -2.196  0.488
35 H 1.141 -2.851 -1.332  0.285
36 H 1.478 -1.108 -1.217  0.450
37 H 1.901 -1.438 1.272  0.149
38 H 1.840 -3.183 0.996  0.519
39 H 3.736 -3.029 -0.581  0.474
40 H 4.148 -2.304 0.993  0.388
41 H 3.836 -0.946 -1.564  0.326
42 H 5.098 1.846 -0.582  0.401
43 H 3.992 1.191 -1.809  0.293
44 H 3.199 3.377 -0.946  0.450
45 H 3.157 2.728 0.698  0.412
46 H 2.053 1.400 1.793  0.699
47 H 0.948 2.726 2.275  0.050
48 H 0.287 0.488 3.256  0.426
49 H 0.075 -0.124 1.579  -0.124
50 H -3.613 2.000 1.713  0.491
51 H -4.428 3.049 -0.385  0.401
52 H -2.815 3.516 -2.208  0.409
53 H -0.443 3.013 -1.906  0.450
54 H -0.379 -3.076 1.255  0.408
55 H -0.980 -3.638 -0.330  0.362
56 H -2.841 -3.225 1.228  0.502
57 H -2.296 -1.544 1.481  0.242

Which of them is the least stable? Correct choice: model 2.

Model 1:
Density functional theory data (the ωB97M-V functional and the def2-TZVPD basis) for a molecular structure, C42H35AsF6N9O2S2W.

Calculated values
LUMO level (spin up / spin down)	-6.26 / -8.22	eV
HOMO-LUMO gap (spin up / spin down)	0.25318 / 0.18553	Ha
net charge	+2
spin multiplicity	4
<S²>	3.811

Each line ends with the Löwdin spin population.
CARTESIAN COORDINATES (ANGSTROEM)
1 W -1.365 1.997 -0.302  0.788
2 C -2.645 5.844 -2.299  0.019
3 C -1.467 6.505 -2.596  0.002
4 C -0.312 6.111 -1.944  0.022
5 C -0.359 5.031 -1.076  0.000
6 N -1.479 4.319 -0.878  0.017
7 C -2.605 4.761 -1.438  0.007
8 N 0.800 4.771 -0.367  0.078
9 C 0.995 3.915 0.544  -0.019
10 N 0.153 2.882 1.102  0.108
11 C 0.867 2.351 2.127  0.032
12 N 0.615 1.395 3.036  0.265
13 C -0.516 0.774 3.359  0.037
14 C -0.411 -0.160 4.425  0.174
15 C -1.554 -0.776 4.897  -0.005
16 C -2.762 -0.423 4.322  0.182
17 C -2.768 0.490 3.240  0.041
18 N -1.692 1.038 2.743  0.094
19 C 2.193 2.943 2.224  0.005
20 C 3.256 2.656 3.075  0.005
21 C 4.419 3.377 2.883  -0.006
22 C 4.510 4.353 1.879  0.011
23 C 3.439 4.639 1.045  -0.006
24 C 2.283 3.906 1.244  0.007
25 H -3.587 6.140 -2.737  0.001
26 H -1.454 7.330 -3.295  0.000
27 H 0.632 6.615 -2.079  0.001
28 H -3.514 4.236 -1.189  0.000
29 H 0.568 -0.349 4.841  0.005
30 H -1.509 -1.501 5.697  -0.004
31 H -3.696 -0.840 4.672  0.009
32 H -3.715 0.758 2.785  0.001
33 H 3.166 1.899 3.842  0.000
34 H 5.276 3.194 3.517  0.000
35 H 5.439 4.892 1.753  0.001
36 H 3.499 5.391 0.270  0.000
37 S 1.649 0.155 0.030  0.463
38 C 1.823 -1.445 -0.407  0.034
39 N 2.641 -1.941 -1.291  -0.006
40 C 2.651 -3.390 -1.532  0.000
41 C 2.328 -4.148 -0.270  0.000
42 N 1.086 -3.635 0.334  -0.007
43 C 0.318 -4.574 1.171  0.015
44 C -0.468 -5.529 0.309  0.000
45 C -1.484 -5.041 -0.510  0.001
46 C -2.219 -5.912 -1.296  0.000
47 C -1.938 -7.274 -1.274  0.000
48 C -0.929 -7.762 -0.461  0.000
49 C -0.190 -6.888 0.328  0.001
50 C 0.909 -2.342 0.369  0.033
51 S -0.170 -1.449 1.272  0.426
52 C 3.557 -1.115 -2.105  0.016
53 C 4.969 -1.205 -1.584  0.000
54 C 5.316 -0.623 -0.366  0.003
55 C 6.616 -0.716 0.103  0.000
56 C 7.576 -1.401 -0.633  0.000
57 C 7.238 -1.974 -1.848  0.000
58 C 5.933 -1.885 -2.318  0.000
59 H 3.642 -3.674 -1.883  0.000
60 H 1.926 -3.618 -2.318  0.000
61 H 3.132 -4.050 0.464  0.000
62 H 2.192 -5.202 -0.507  0.000
63 H -0.343 -3.982 1.802  0.012
64 H 1.021 -5.109 1.811  0.000
65 H -1.704 -3.978 -0.527  0.001
66 H -3.012 -5.533 -1.927  0.000
67 H -2.507 -7.952 -1.895  0.000
68 H -0.712 -8.821 -0.440  0.000
69 H 0.600 -7.271 0.964  0.000
70 H 3.181 -0.092 -2.088  0.011
71 H 3.503 -1.486 -3.128  0.000
72 H 4.570 -0.090 0.213  0.004
73 H 6.884 -0.255 1.044  0.000
74 H 8.585 -1.491 -0.256  0.000
75 H 7.988 -2.487 -2.435  0.000
76 H 5.674 -2.331 -3.272  0.000
77 O -2.630 2.975 0.891  0.008
78 N -3.918 2.733 0.758  0.009
79 N -4.109 1.555 0.375  -0.004
80 O -3.101 0.752 0.207  0.016
81 C -5.459 1.141 0.067  0.000
82 C -6.528 1.782 0.672  -0.001
83 C -7.806 1.405 0.298  0.000
84 C -7.992 0.415 -0.660  -0.001
85 C -6.902 -0.217 -1.241  0.000
86 C -5.614 0.141 -0.875  -0.001
87 H -6.363 2.549 1.415  0.000
88 H -8.659 1.889 0.753  0.000
89 H -8.995 0.140 -0.957  0.000
90 H -7.053 -0.980 -1.992  0.000
91 H -4.743 -0.316 -1.323  0.000
92 F -1.184 0.315 -1.145  0.029
93 As -1.252 1.232 -4.009  0.000
94 F 0.386 0.766 -3.681  0.000
95 F -2.709 2.209 -1.646  0.045
96 F -0.983 1.328 -5.701  0.000
97 F -1.032 2.930 -3.782  0.000
98 F 0.112 2.309 -1.388  0.021

Model 2:
Density functional theory data (the ωB97M-V functional and the def2-TZVPD basis) for a molecular structure, C42H35AsF6N9O2S2W.

Calculated values
LUMO level (spin up / spin down)	-6.64 / -8.88	eV
HOMO-LUMO gap (spin up / spin down)	0.23458 / 0.16865	Ha
net charge	+2
spin multiplicity	4
<S²>	3.770

Each line ends with the Löwdin spin population.
CARTESIAN COORDINATES (ANGSTROEM)
1 W -0.713 -1.086 -0.434  0.842
2 C 2.873 -0.425 -3.115  0.001
3 C 2.426 0.228 -4.250  0.003
4 C 1.085 0.511 -4.334  0.000
5 C 0.218 0.173 -3.300  0.012
6 N 0.658 -0.420 -2.166  0.016
7 C 1.975 -0.734 -2.125  0.006
8 N -1.105 0.451 -3.594  -0.001
9 C -2.074 0.373 -2.801  0.013
10 N -2.076 0.103 -1.403  0.019
11 C -3.394 0.252 -0.955  0.003
12 N -3.842 0.221 0.237  0.001
13 C -3.047 0.123 1.353  0.006
14 C -3.714 0.385 2.557  0.000
15 C -3.043 0.377 3.751  0.005
16 C -1.679 0.093 3.739  -0.001
17 C -1.075 -0.187 2.546  0.016
18 N -1.729 -0.187 1.351  0.035
19 C -4.263 0.529 -2.104  0.000
20 C -5.630 0.729 -2.159  0.000
21 C -6.170 1.008 -3.409  0.000
22 C -5.359 1.097 -4.542  0.001
23 C -3.984 0.910 -4.464  0.001
24 C -3.466 0.619 -3.219  0.002
25 H 3.901 -0.728 -2.987  0.000
26 H 3.099 0.479 -5.060  0.000
27 H 0.639 0.972 -5.203  0.000
28 H 2.323 -1.281 -1.271  0.002
29 H -4.770 0.600 2.482  0.000
30 H -3.563 0.582 4.678  0.000
31 H -1.094 0.062 4.647  0.000
32 H -0.034 -0.455 2.512  0.002
33 H -6.244 0.669 -1.271  0.000
34 H -7.236 1.163 -3.508  0.000
35 H -5.813 1.319 -5.499  0.000
36 H -3.346 0.980 -5.335  0.000
37 S -0.085 1.635 -0.088  0.644
38 C 1.512 1.789 0.499  0.280
39 N 2.094 3.030 0.396  0.449
40 C 3.555 3.049 0.396  0.033
41 C 4.047 2.148 1.512  0.025
42 N 3.512 0.798 1.332  0.138
43 C 4.366 -0.354 1.674  0.011
44 C 4.975 -1.036 0.473  0.008
45 C 4.895 -2.418 0.361  0.002
46 C 5.494 -3.072 -0.708  0.000
47 C 6.184 -2.346 -1.667  0.000
48 C 6.266 -0.963 -1.562  0.000
49 C 5.655 -0.311 -0.500  0.001
50 C 2.264 0.654 0.887  0.110
51 S 1.557 -0.908 0.870  0.092
52 C 1.387 4.296 0.654  0.029
53 C 1.658 4.699 2.084  0.027
54 C 2.472 5.788 2.367  0.008
55 C 2.735 6.133 3.687  0.003
56 C 2.193 5.383 4.720  0.010
57 C 1.379 4.291 4.439  0.001
58 C 1.114 3.948 3.124  0.011
59 H 3.893 4.071 0.545  0.000
60 H 3.901 2.689 -0.577  0.014
61 H 3.738 2.552 2.480  0.003
62 H 5.134 2.095 1.493  0.002
63 H 3.771 -1.064 2.246  0.002
64 H 5.141 0.019 2.343  0.001
65 H 4.358 -2.989 1.110  0.000
66 H 5.425 -4.149 -0.787  0.000
67 H 6.665 -2.856 -2.491  0.000
68 H 6.813 -0.393 -2.302  0.000
69 H 5.740 0.769 -0.424  0.000
70 H 0.328 4.150 0.462  0.000
71 H 1.772 5.033 -0.049  0.007
72 H 2.885 6.384 1.560  0.000
73 H 3.357 6.990 3.906  0.000
74 H 2.398 5.654 5.748  0.000
75 H 0.947 3.717 5.248  0.000
76 H 0.470 3.101 2.905  0.002
77 O -0.562 -2.479 0.941  -0.003
78 N -1.596 -3.084 1.454  0.016
79 N -2.582 -2.895 0.719  0.014
80 O -2.431 -2.165 -0.353  0.000
81 C -3.896 -3.442 1.005  0.000
82 C -4.890 -3.230 0.070  0.003
83 C -6.146 -3.756 0.333  0.000
84 C -6.375 -4.465 1.502  0.003
85 C -5.349 -4.661 2.421  0.000
86 C -4.087 -4.150 2.181  0.002
87 H -4.688 -2.686 -0.840  0.000
88 H -6.942 -3.616 -0.385  0.000
89 H -7.356 -4.876 1.698  0.000
90 H -5.530 -5.223 3.327  0.000
91 H -3.278 -4.306 2.880  0.000
92 F -1.101 -2.357 -2.483  0.040
93 As -0.132 -3.883 -2.441  0.001
94 F -1.136 -4.581 -3.603  0.001
95 F 0.917 -5.182 -2.203  0.001
96 F 0.888 -3.159 -3.598  0.001
97 F 0.722 -2.893 -1.173  0.025
98 F -1.152 -4.425 -1.165  0.000

Which of them is the least stable? Correct choice: model 1.